[1]
24
Properties=species:S:1:pos:R:3:lowdin_charge:R:1 method="wB97M-V/def2-TZVPD" e_homo_ev="-13.1 / -13.1" charge=+1 total_energy_ha=-477.128952 homo_lumo_gap_ha="0.340 / 0.203" spin_multiplicity=2 largest_force_ev_per_a=4.52
H -1.34911 4.56131 -0.54551 0.14
C -1.52453 3.47140 -0.60825 -0.31
H -2.35991 3.32569 -1.32199 0.13
O -1.81580 2.91778 0.63563 -0.20
C -0.26646 2.85203 -1.21512 -0.12
H -0.14674 3.09944 -2.27921 0.15
H 0.63364 3.16157 -0.65969 0.15
O -0.41338 1.43022 -1.06303 -0.19
C 0.70544 0.61971 -1.35519 -0.11
H 1.60980 1.05066 -0.89666 0.15
O -0.26690 -0.67956 0.43576 -0.10
C 0.41425 -0.74343 -0.73930 -0.24
H -0.28203 -1.33056 -1.39819 0.15
C -0.01881 -2.54235 2.00658 -0.05
H -0.10886 -1.60370 1.36657 0.03
H -1.02252 -2.99243 2.02129 0.11
H 1.30102 -1.39664 -0.65893 0.15
H 0.23327 -2.21478 3.02643 0.11
Be -1.11518 1.18020 0.37852 0.73
H 0.86333 0.53426 -2.43851 0.16
C 1.02591 -3.48879 1.43935 -0.11
H 0.77931 -3.77988 0.40847 0.08
H 2.02043 -3.02090 1.42663 0.09
H 1.10383 -4.41126 2.03434 0.10

[2]
62
Properties=species:S:1:pos:R:3:lowdin_charge:R:1 method="wB97M-V/def2-TZVPD" e_homo_ev=-7.0 total_energy_ha=-5411.013927 homo_lumo_gap_ha=0.223 largest_force_ev_per_a=2.26
Tl 10.43053 7.16681 6.75149 0.80
C 15.43623 9.51863 6.49950 -0.17
C 14.00259 9.31972 5.99156 -0.36
Ge 13.11184 7.58444 6.54450 0.83
C 14.18330 5.93237 6.01925 -0.38
C 15.62190 5.82016 6.56563 -0.18
C 13.24079 7.59254 8.54610 -0.24
C 12.39174 7.47865 9.62804 -0.33
Ge 10.37239 7.35184 9.46287 0.89
C 9.52526 5.69307 10.30901 -0.36
C 9.49754 5.49096 11.83395 -0.18
C 9.55474 9.14298 9.97270 -0.33
C 9.49891 9.55245 11.45323 -0.17
C 12.93932 7.52847 11.00248 -0.24
C 14.31962 7.54955 11.31622 -0.03
C 14.74483 7.59874 12.64994 -0.08
C 13.82334 7.61037 13.69749 -0.09
C 12.45953 7.57583 13.40336 -0.07
C 12.03471 7.54108 12.06897 -0.09
H 15.85525 10.48292 6.18970 0.07
H 16.11990 8.74529 6.12345 0.05
H 15.52374 9.49934 7.59216 0.06
H 13.94800 9.34646 4.89086 0.06
H 13.31668 10.08702 6.36411 0.04
H 14.14970 5.90893 4.91992 0.05
H 13.55659 5.10459 6.38511 0.05
H 16.28462 6.59193 6.15563 0.05
H 16.08102 4.85954 6.30555 0.06
H 15.67018 5.89127 7.65874 0.06
H 14.30112 7.74860 8.79791 0.03
H 10.03544 4.84612 9.81891 0.05
H 8.50168 5.72903 9.89787 0.05
H 10.48735 5.36758 12.27547 0.06
H 8.92538 4.59042 12.08963 0.07
H 9.01338 6.31423 12.37270 0.06
H 8.54867 9.09886 9.52832 0.05
H 10.12366 9.87718 9.39005 0.05
H 8.97009 8.82986 12.08554 0.06
H 8.96583 10.49567 11.56674 0.07
H 10.49401 9.70347 11.87795 0.06
H 15.05387 7.53571 10.51229 0.10
H 15.80788 7.62823 12.86091 0.10
H 14.17068 7.63998 14.72119 0.10
H 11.72414 7.57342 14.19736 0.10
H 10.96912 7.52695 11.89115 0.03
C 6.03780 8.45983 6.68948 -0.02
C 7.48779 8.72666 6.44219 -0.34
O 8.21651 7.73627 6.07629 -0.15
C 7.98967 10.07600 6.60679 -0.11
C 7.07178 11.13821 6.67512 -0.04
C 7.48743 12.45883 6.78894 -0.10
C 8.84660 12.74695 6.86235 -0.08
C 9.78867 11.73176 6.82904 -0.01
C 9.39973 10.37538 6.72737 -0.34
O 10.33589 9.45898 6.79278 -0.29
H 5.87089 7.38238 6.66410 0.09
H 5.38670 8.91814 5.93111 0.10
H 5.68643 8.87764 7.64446 0.10
H 6.02224 10.89144 6.60348 0.10
H 6.74205 13.24510 6.81452 0.10
H 9.15352 13.78501 6.94633 0.10
H 10.84762 11.94435 6.88107 0.11